82
Properties=species:S:1:pos:R:3 method="wB97M-V/def2-TZVPD" energy_ha=-4301.3161
Zn -0.142 0.225 -0.381
C 1.584 -1.510 3.898
O 0.635 -0.929 2.965
C -0.654 -1.396 3.107
C -1.019 -2.249 4.145
C -2.394 -2.628 4.253
C -3.367 -2.170 3.394
C -2.961 -1.347 2.343
C -1.652 -0.843 2.232
N -1.285 0.069 1.281
N -2.422 0.828 0.934
C -2.256 2.125 0.686
C -0.955 2.754 0.564
O 0.119 2.219 0.050
C -0.923 4.151 0.939
C -2.053 4.861 1.238
C -3.365 4.286 0.983
C -4.525 5.037 1.042
C -5.776 4.503 0.946
C -5.919 3.123 0.669
C -4.792 2.307 0.649
C -3.528 2.886 0.706
H 1.467 -1.113 4.922
H 2.582 -1.164 3.553
H 1.628 -2.623 3.796
H -0.226 -2.630 4.861
H -2.771 -3.300 5.063
H -4.409 -2.441 3.655
H -3.730 -0.929 1.725
H 0.079 4.589 0.923
H -2.097 5.946 1.440
H -4.407 6.085 1.320
H -6.742 5.113 0.871
H -6.888 2.744 0.341
H -4.875 1.222 0.552
C -2.462 1.943 -4.617
N -1.069 1.621 -4.433
C -0.039 1.939 -5.332
C 1.154 1.481 -4.842
N 0.872 0.896 -3.575
C -0.487 0.945 -3.380
S -1.460 0.154 -2.293
C 1.714 -0.036 -2.857
C 2.823 -0.623 -3.503
C 3.614 -1.532 -2.823
C 3.502 -1.695 -1.500
C 2.486 -0.888 -0.734
N 1.546 -0.072 -1.528
H -3.144 1.107 -4.801
H -2.575 2.645 -5.464
H -2.830 2.395 -3.733
H -0.221 2.444 -6.269
H 2.159 1.568 -5.196
H 3.003 -0.405 -4.566
H 4.409 -2.005 -3.413
H 4.200 -2.349 -0.944
H 1.872 -1.823 1.015
C -0.435 -3.973 0.495
Si 1.076 -3.448 -0.515
C 0.597 -3.342 -2.371
C 2.361 -4.750 -0.228
N 1.639 -1.840 0.032
C 3.231 -0.010 0.368
C 4.090 -0.624 1.249
C 5.013 0.074 2.054
C 5.037 1.482 1.923
C 4.134 2.104 1.031
C 3.155 1.376 0.331
H -1.041 -4.727 -0.025
H -1.034 -3.174 0.836
H -0.002 -4.522 1.364
H 1.133 -2.465 -2.877
H -0.470 -3.208 -2.497
H 0.927 -4.279 -2.801
H 1.982 -5.772 -0.468
H 2.590 -4.789 0.828
H 3.248 -4.637 -0.895
H 3.968 -1.695 1.398
H 5.607 -0.432 2.805
H 5.623 2.100 2.496
H 4.142 3.178 0.865
H 2.405 1.863 -0.273

---

76
Properties=species:S:1:pos:R:3 method="wB97M-V/def2-TZVPD" energy_ha=-4826.8417
Sn -5.968 2.222 1.722
C -5.717 1.149 4.947
C -4.459 1.164 4.515
C -3.585 -0.029 4.305
C -3.551 -0.679 2.895
C -4.854 -0.818 2.172
C -6.043 -1.035 2.753
C -6.277 -1.290 4.198
C -6.556 -0.076 5.144
C -6.481 1.413 -0.247
H -6.265 2.086 5.131
H -3.983 2.110 4.230
H -3.828 -0.793 5.055
H -2.557 0.303 4.516
H -2.820 -0.131 2.270
H -3.136 -1.698 3.020
H -4.787 -0.725 1.085
H -6.959 -1.025 2.158
H -5.439 -1.871 4.609
H -7.184 -1.917 4.255
H -7.626 0.187 5.066
H -6.384 -0.438 6.181
H -7.349 2.025 -0.519
H -6.697 0.331 -0.231
H -5.562 1.674 -0.779
P 3.254 1.743 -1.065
P 2.108 -0.749 -3.225
C 3.638 -0.033 -0.957
C 3.100 -1.008 -1.733
C 4.861 2.492 -0.561
C 5.808 1.850 0.255
C 7.003 2.488 0.622
C 7.274 3.788 0.180
C 6.341 4.443 -0.642
C 5.158 3.799 -1.021
C 2.239 1.984 0.457
C 0.952 1.413 0.418
C 0.125 1.512 1.534
C 0.578 2.168 2.688
C 1.853 2.743 2.717
C 2.683 2.676 1.594
C 3.153 -1.766 -4.412
C 4.417 -1.241 -4.766
C 5.294 -1.949 -5.597
C 4.929 -3.210 -6.097
C 3.678 -3.744 -5.762
C 2.793 -3.019 -4.943
C 0.711 -1.904 -2.966
C -0.470 -1.640 -3.697
C -1.571 -2.482 -3.554
C -1.512 -3.581 -2.685
C -0.341 -3.840 -1.963
C 0.769 -2.996 -2.093
H 4.341 -0.321 -0.158
H 3.339 -2.066 -1.519
H 5.636 0.849 0.636
H 7.721 1.965 1.261
H 8.199 4.287 0.470
H 6.545 5.465 -0.980
H 4.448 4.314 -1.664
H 0.629 0.890 -0.486
H -0.874 1.080 1.501
H -0.069 2.236 3.558
H 2.210 3.255 3.609
H 3.667 3.144 1.607
H 4.719 -0.272 -4.370
H 6.271 -1.526 -5.863
H 5.610 -3.764 -6.744
H 3.386 -4.730 -6.144
H 1.823 -3.454 -4.713
H -0.506 -0.784 -4.370
H -2.480 -2.283 -4.125
H -2.376 -4.232 -2.571
H -0.282 -4.696 -1.293
H 1.666 -3.201 -1.515
Br -8.383 1.770 2.696